# 1
This record from the Open Molecules 2025 dataset describes C5H8N2 in the gas phase. The level of theory is ωB97M-V/def2-TZVPD.

Element x y z (Å)
C: -1.815 -0.279 -1.878
C: -0.792 -0.352 -0.789
C: 0.227 0.520 -0.510
N: 0.802 0.073 0.667
C: 1.738 0.746 1.547
C: 0.106 -1.041 1.017
N: -0.848 -1.336 0.173
H: -1.936 -1.242 -2.383
H: -2.790 -0.011 -1.452
H: -1.558 0.479 -2.625
H: 0.596 1.369 -1.070
H: 1.322 1.692 1.909
H: 1.910 0.100 2.414
H: 2.701 0.935 1.065
H: 0.355 -1.594 1.915

Summary:
charge	0
SMILES	Cc1cn(C)cn1
energy relative to the best compared isomer or geometry (same formula, charge and spin)	2.1	kcal per mole
spin multiplicity	1

In the natural (NBO) picture, each atom carries the following charge in e: C -0.63; C 0.10; C -0.13; N -0.35; C -0.40; C 0.18; N -0.47; H 0.22; H 0.22; H 0.21; H 0.21; H 0.21; H 0.21; H 0.21; H 0.19

# 2
This record from the Open Molecules 2025 dataset describes C4H5NS3 in the gas phase at a distorted geometry. The level of theory is ωB97M-V/def2-TZVPD.

Element x y z (Å)
S: -1.474 -2.903 0.529
N: -0.720 -1.367 0.411
C: -0.097 -0.983 -0.653
C: 0.889 0.199 -0.715
S: 0.275 1.526 -1.559
C: -0.348 2.255 -0.182
C: 0.171 2.013 0.943
S: 1.322 0.608 1.035
H: -1.319 -2.914 2.003
H: -0.190 -1.755 -1.627
H: 1.767 -0.235 -1.318
H: -0.957 3.117 -0.258
H: 0.073 2.773 1.899

Summary:
charge	0
SMILES	S/N=C/C1SC=CS1
energy relative to the best compared isomer or geometry (same formula, charge and spin)	73.3	kcal per mole
spin multiplicity	1

In the natural (NBO) picture, each atom carries the following charge in e: S 0.16; N -0.57; C 0.09; C -0.62; S 0.38; C -0.48; C -0.32; S 0.27; H 0.15; H 0.15; H 0.27; H 0.25; H 0.25

# 3
This record from the Open Molecules 2025 dataset describes 5 unconnected molecules or ions with the total composition C14H33F3N4O8PS at a distorted geometry. The level of theory is ωB97M-V/def2-TZVPD.

Element x y z (Å)
O: -1.263 -0.697 0.899
P: -0.617 -1.753 0.008
O: 0.779 -2.402 0.694
O: -1.767 -3.020 -0.139
S: -0.211 -1.104 -1.997
C: 0.991 0.314 -2.044
O: 1.530 0.657 -0.761
C: 0.816 1.695 -0.137
F: 0.892 1.436 1.240
F: -0.539 1.762 -0.482
F: 1.354 2.973 -0.335
H: 0.870 -1.960 1.585
H: -2.486 -2.598 -0.670
H: -1.430 -0.586 -2.469
H: 1.877 -0.021 -2.694
H: 0.521 1.192 -2.616
C: 3.663 0.931 3.148
C: 2.672 0.022 3.823
O: 1.766 -0.529 3.205
N: 2.802 -0.183 5.158
C: 3.793 0.369 6.059
H: 3.428 0.993 2.085
H: 3.604 1.935 3.573
H: 4.674 0.532 3.255
H: 2.101 -0.803 5.539
H: 4.335 -0.458 6.521
H: 3.274 0.933 6.837
H: 4.496 1.022 5.547
C: -3.357 0.054 -6.064
C: -2.366 0.696 -5.137
O: -1.798 0.060 -4.242
N: -2.099 2.011 -5.302
C: -2.654 2.922 -6.282
H: -3.462 -1.000 -5.805
H: -4.332 0.534 -5.962
H: -3.006 0.122 -7.096
H: -1.425 2.371 -4.642
H: -1.833 3.330 -6.875
H: -3.149 3.736 -5.751
H: -3.368 2.433 -6.941
C: -5.620 4.029 -1.529
C: -4.527 3.021 -1.756
O: -4.539 2.248 -2.708
N: -3.500 2.978 -0.865
C: -3.298 3.794 0.315
H: -6.363 3.938 -2.322
H: -6.112 3.843 -0.573
H: -5.210 5.041 -1.555
H: -2.809 2.277 -1.085
H: -2.348 4.323 0.209
H: -3.243 3.135 1.183
H: -4.099 4.515 0.458
C: 2.928 -6.484 2.730
C: 3.917 -5.838 3.662
O: 4.474 -6.462 4.552
N: 4.188 -4.513 3.491
C: 3.640 -3.606 2.506
H: 2.821 -7.536 2.994
H: 1.952 -6.003 2.825
H: 3.284 -6.421 1.700
H: 4.860 -4.153 4.153
H: 4.466 -3.202 1.915
H: 3.144 -2.788 3.033
H: 2.928 -4.097 1.845

Summary:
charge	+1
spin multiplicity	1

In the natural (NBO) picture, each atom carries the following charge in e: O -1.00; P 2.09; O -0.95; O -0.89; S 0.20; C -0.20; O -0.48; C 1.17; F -0.29; F -0.33; F -0.31; H 0.57; H 0.51; H 0.32; H 0.27; H 0.27; C -0.72; C 0.69; O -0.70; N -0.60; C -0.42; H 0.24; H 0.24; H 0.24; H 0.41; H 0.21; H 0.21; H 0.21; C -0.72; C 0.73; O -0.76; N -0.57; C -0.42; H 0.25; H 0.25; H 0.24; H 0.39; H 0.21; H 0.22; H 0.22; C -0.72; C 0.68; O -0.66; N -0.61; C -0.41; H 0.25; H 0.24; H 0.23; H 0.39; H 0.20; H 0.21; H 0.22; C -0.72; C 0.67; O -0.62; N -0.62; C -0.42; H 0.25; H 0.22; H 0.22; H 0.40; H 0.19; H 0.20; H 0.21

# 4
This record from the Open Molecules 2025 dataset describes C4H3NO3 in the gas phase at a distorted geometry. The level of theory is ωB97M-V/def2-TZVPD.

Element x y z (Å)
O: 1.507 1.415 -0.074
C: 0.399 0.957 0.100
C: -0.874 1.355 0.023
C: -1.760 0.390 -0.025
O: -1.565 -0.892 0.026
N: -0.408 -1.527 -0.070
C: 0.589 -0.620 -0.001
O: 1.880 -1.081 0.028
H: -1.418 2.275 -0.087
H: -2.866 0.551 0.052
H: 2.445 -0.170 0.099

Summary:
charge	0
SMILES	O=c1cconc1O
energy relative to the best compared isomer or geometry (same formula, charge and spin)	91.5	kcal per mole
spin multiplicity	1

In the natural (NBO) picture, each atom carries the following charge in e: O -0.59; C 0.44; C -0.45; C 0.27; O -0.28; N -0.14; C 0.41; O -0.65; H 0.25; H 0.21; H 0.52

# 5
This record from the Open Molecules 2025 dataset describes a gas-phase ion, C4H9N2O2 (charge +1) at a distorted geometry. The level of theory is ωB97M-V/def2-TZVPD.

Element x y z (Å)
C: -2.119 -1.677 -0.823
C: -0.954 -1.151 -1.214
C: 0.030 -0.417 -0.360
N: 0.465 -1.025 0.779
O: 1.424 -0.561 1.620
N: 0.384 0.821 -0.716
C: 1.242 1.680 0.161
O: 0.613 1.838 1.340
H: -2.718 -2.098 -1.543
H: -2.271 -2.039 0.332
H: -0.851 -0.837 -2.271
H: 0.292 -2.104 0.934
H: 1.199 0.301 2.105
H: -0.211 1.138 -1.531
H: 2.152 1.099 0.433
H: 1.400 2.616 -0.505
H: -0.077 2.414 1.260

Summary:
charge	+1
SMILES	C=C/C(NO)=[NH+]/CO
energy relative to the best compared isomer or geometry (same formula, charge and spin)	88.0	kcal per mole
spin multiplicity	1

In the natural (NBO) picture, each atom carries the following charge in e: C -0.24; C -0.31; C 0.49; N -0.24; O -0.53; N -0.57; C 0.07; O -0.70; H 0.23; H 0.22; H 0.24; H 0.44; H 0.52; H 0.44; H 0.23; H 0.21; H 0.49

# 6
This record from the Open Molecules 2025 dataset describes a molecular structure, C12H32KNO5 at a distorted geometry. The level of theory is ωB97M-V/def2-TZVPD.

Element x y z (Å)
K: 0.687 -1.076 -0.379
C: -3.867 -2.719 -1.517
C: -2.507 -2.928 -2.191
O: -1.417 -2.544 -1.455
H: -4.001 -1.675 -1.227
H: -3.966 -3.336 -0.618
H: -4.676 -2.992 -2.205
H: -2.565 -2.360 -3.151
H: -2.452 -3.999 -2.480
C: 3.096 -2.440 1.936
O: 2.186 -1.359 1.889
C: 2.758 -0.120 2.242
C: 1.639 0.868 2.481
N: 1.055 1.341 1.235
C: -0.075 2.228 1.480
C: -0.558 2.886 0.226
O: 0.525 3.613 -0.333
C: 0.166 4.246 -1.544
H: 4.011 -2.204 1.378
H: 2.643 -3.272 1.395
H: 3.303 -2.739 2.964
H: 3.434 0.244 1.455
H: 3.334 -0.202 3.173
H: 2.033 1.714 3.068
H: 0.859 0.396 3.080
H: 1.740 1.886 0.720
H: 0.154 3.016 2.219
H: -0.921 1.669 1.892
H: -1.371 3.576 0.485
H: -0.922 2.130 -0.483
H: -0.426 5.145 -1.342
H: -0.399 3.566 -2.190
H: 1.087 4.526 -2.052
C: 2.241 1.441 -2.209
C: 2.590 0.367 -3.200
O: 2.705 -0.872 -2.488
H: 2.143 2.411 -2.685
H: 2.949 1.496 -1.379
H: 1.294 1.173 -1.731
H: 3.524 0.587 -3.734
H: 1.825 0.299 -3.981
H: 2.918 -1.553 -3.132
C: -3.536 -1.975 1.967
C: -2.652 -0.772 1.699
O: -2.273 -0.653 0.348
H: -4.385 -1.944 1.286
H: -3.936 -1.987 2.984
H: -2.980 -2.899 1.807
H: -1.757 -0.810 2.353
H: -3.153 0.152 2.013
H: -2.100 -1.546 -0.065

Summary:
charge	0
energy relative to the best compared isomer or geometry (same formula, charge and spin)	0.0	kcal per mole
spin multiplicity	1

In the natural (NBO) picture, each atom carries the following charge in e: K 0.94; C -0.64; C -0.02; O -1.02; H 0.20; H 0.18; H 0.19; H 0.10; H 0.10; C -0.25; O -0.57; C -0.07; C -0.24; N -0.65; C -0.24; C -0.07; O -0.56; C -0.25; H 0.17; H 0.20; H 0.18; H 0.17; H 0.18; H 0.17; H 0.21; H 0.37; H 0.17; H 0.21; H 0.18; H 0.18; H 0.17; H 0.17; H 0.19; C -0.62; C -0.07; O -0.75; H 0.23; H 0.21; H 0.20; H 0.16; H 0.17; H 0.48; C -0.64; C -0.05; O -0.80; H 0.22; H 0.20; H 0.21; H 0.13; H 0.16; H 0.52

no.,E_LUMO (eV),orbital gap (Eh)
1,0.894,0.3448
2,0.605,0.3201
3,-4.024,0.2573
4,0.019,0.3579
5,-4.078,0.3814
6,0.011,0.2321